[1]
This record from the OMol25 dataset describes a molecular structure, C29H29BaN5O3S2. The level of theory is ωB97M-V/def2-TZVPD.

XYZ file:
```
69
Properties=species:S:1:pos:R:3:mulliken_charge:R:1
Ba -1.20 2.39 0.38 1.65
N -0.79 2.88 3.37 -0.46
C -0.58 4.33 3.17 -0.31
C -1.32 4.73 1.90 -0.01
O -2.43 4.09 1.69 -0.80
N -0.72 5.56 1.12 -0.52
C -1.50 6.02 -0.03 -0.26
C -1.80 5.03 -1.17 0.65
O -2.80 5.23 -1.86 -0.77
O -0.98 4.05 -1.34 -0.92
H -1.78 2.73 3.55 0.22
H -0.29 2.56 4.20 0.18
H 0.48 4.53 3.04 0.31
H -0.95 4.92 4.02 0.25
H -0.95 6.84 -0.49 0.33
H -2.47 6.41 0.29 0.29
S -0.23 -0.49 -1.20 -0.38
C 1.17 -1.16 -0.63 0.47
N 1.91 -2.04 -1.30 0.13
C 2.96 -2.80 -0.62 -0.71
C 2.48 -3.10 0.78 -0.67
N 2.19 -1.84 1.45 0.13
C 2.61 -1.74 2.85 -1.53
C 4.11 -1.78 2.99 0.76
C 4.73 -2.80 3.71 -0.30
C 6.11 -2.85 3.82 -0.57
C 6.89 -1.88 3.21 -0.39
C 6.28 -0.86 2.48 -0.76
C 4.90 -0.81 2.37 -0.16
C 1.69 -0.81 0.76 0.32
S 1.65 0.75 1.31 -0.40
C 1.65 -2.41 -2.69 -1.45
C 1.09 -3.81 -2.80 0.75
C 1.74 -4.77 -3.57 -0.32
C 1.23 -6.06 -3.66 -0.57
C 0.07 -6.40 -2.97 -0.40
C -0.58 -5.44 -2.20 -0.76
C -0.07 -4.15 -2.12 -0.11
H 3.89 -2.23 -0.59 0.34
H 3.12 -3.72 -1.17 0.45
H 3.26 -3.61 1.34 0.44
H 1.59 -3.74 0.75 0.33
H 2.16 -2.58 3.38 0.39
H 2.20 -0.82 3.25 0.47
H 4.12 -3.56 4.19 0.36
H 6.58 -3.64 4.39 0.38
H 7.96 -1.91 3.29 0.38
H 6.88 -0.10 2.01 0.41
H 4.42 -0.01 1.82 0.36
H 2.60 -2.35 -3.23 0.39
H 0.97 -1.68 -3.11 0.43
H 2.64 -4.51 -4.10 0.35
H 1.73 -6.80 -4.26 0.38
H -0.33 -7.40 -3.04 0.38
H -1.49 -5.69 -1.67 0.40
H -0.59 -3.40 -1.53 0.36
N -3.81 1.58 -0.47 -0.45
C -4.70 2.11 -0.96 0.00
C -5.82 2.79 -1.54 0.66
C -7.05 2.14 -1.63 -0.57
C -8.12 2.80 -2.19 -0.45
C -7.97 4.10 -2.66 -0.35
C -6.74 4.74 -2.57 -0.65
C -5.65 4.09 -2.01 -0.37
H -7.15 1.13 -1.26 0.44
H -9.08 2.31 -2.27 0.38
H -8.81 4.61 -3.10 0.38
H -6.62 5.75 -2.93 0.44
H -4.68 4.57 -1.92 0.65
```

Computed properties:
Relative energy (zero: lowest compared OMol25 entry of this formula, charge and spin) = 0.0 kcal per mole
Multiplicity = 1
Max |F| = 0.77 eV Å⁻¹

[2]
This record from the OMol25 dataset describes 2 unconnected molecules or ions with the total composition C9H14O. The level of theory is ωB97M-V/def2-TZVPD.

XYZ file:
```
24
Properties=species:S:1:pos:R:3:mulliken_charge:R:1
C 1.34 1.63 0.72 -1.39
C 0.94 1.02 -0.68 0.84
C -0.40 1.21 -0.99 -0.45
C -0.99 0.55 -2.07 -0.59
C -0.14 -0.33 -2.75 0.36
O -0.65 -0.90 -3.90 -0.56
C 1.17 -0.59 -2.39 -0.52
C 1.72 0.05 -1.26 -0.58
H 1.64 0.89 1.47 0.26
H 0.73 2.41 1.13 0.38
H 2.31 2.06 0.31 0.37
H -1.00 1.88 -0.39 0.34
H -1.93 0.91 -2.48 0.39
H -1.38 -1.51 -3.83 0.32
H 1.78 -1.15 -3.09 0.38
H 2.75 -0.19 -1.05 0.43
C -1.19 -1.50 2.06 -0.76
C -0.85 -0.46 3.15 -0.76
H -2.07 -1.19 1.50 0.24
H -0.34 -1.78 1.46 0.22
H -1.40 -2.45 2.58 0.33
H -0.60 -0.92 4.11 0.34
H -1.57 0.30 3.35 0.28
H 0.13 0.08 3.04 0.11
```

Computed properties:
Relative energy (zero: lowest compared OMol25 entry of this formula, charge and spin) = 32.4 kcal per mole
Multiplicity = 1
Max |F| = 4.50 eV Å⁻¹
SMILES = Cc1ccc(O)cc1.CC

[3]
This record from the OMol25 dataset describes a molecular structure, C4H32HgO13. The level of theory is ωB97M-V/def2-TZVPD.

XYZ file:
```
50
Properties=species:S:1:pos:R:3:mulliken_charge:R:1
Hg -10.57 12.63 -33.75 0.35
C -15.07 12.15 -34.11 -0.88
C -15.03 13.47 -33.35 -0.23
O -13.69 13.97 -33.43 -0.48
H -14.81 12.41 -35.14 0.30
H -16.11 11.83 -34.17 0.29
H -14.38 11.44 -33.65 0.27
H -15.39 13.39 -32.33 0.26
H -15.70 14.18 -33.82 0.25
C -11.80 10.25 -28.93 -1.02
C -11.81 9.35 -30.14 0.04
O -11.26 9.85 -31.32 -0.44
H -10.77 10.36 -28.58 0.29
H -12.31 9.89 -28.04 0.35
H -12.18 11.26 -29.09 0.28
H -12.84 9.10 -30.40 0.08
H -11.33 8.41 -29.85 0.27
O -18.50 13.84 -36.58 -0.61
H -19.44 13.82 -36.44 0.32
H -18.14 13.29 -35.88 0.30
O -16.09 11.34 -27.24 -0.63
H -16.51 10.57 -27.62 0.32
H -15.56 11.71 -27.95 0.31
O -15.69 16.11 -38.23 -0.64
H -16.33 15.47 -37.90 0.32
H -15.07 16.22 -37.51 0.31
O -13.50 17.02 -29.85 -0.63
H -14.21 17.24 -30.45 0.32
H -13.02 16.31 -30.29 0.32
O -11.40 11.04 -36.49 -0.59
H -12.19 10.51 -36.61 0.31
H -10.74 10.62 -37.05 0.30
O -14.56 8.33 -37.08 -0.61
H -15.11 7.63 -37.42 0.29
H -14.82 8.42 -36.16 0.32
O -15.22 7.62 -33.29 -0.65
H -15.16 6.71 -33.00 0.32
H -14.41 8.03 -32.96 0.33
O -12.86 17.50 -35.34 -0.63
H -11.93 17.65 -35.22 0.30
H -13.07 16.79 -34.73 0.33
O -16.71 9.10 -30.05 -0.61
H -17.30 9.77 -30.40 0.30
H -16.22 8.79 -30.81 0.32
O -20.45 11.31 -33.78 -0.63
H -19.82 10.73 -34.19 0.31
H -20.27 11.24 -32.84 0.31
O -18.89 8.94 -36.46 -0.61
H -18.74 8.03 -36.21 0.31
H -19.39 8.89 -37.28 0.31
```

Computed properties:
Relative energy (zero: lowest compared OMol25 entry of this formula, charge and spin) = 129.4 kcal per mole
Multiplicity = 1
Max |F| = 2.60 eV Å⁻¹

[4]
This record from the OMol25 dataset describes a molecular structure, C26H24IIrN3O8SSi. The level of theory is ωB97M-V/def2-TZVPD.

XYZ file:
```
65
Properties=species:S:1:pos:R:3:mulliken_charge:R:1
Ir -0.06 0.05 -0.05 1.17
O 2.54 -0.01 3.14 -0.65
C 1.65 0.48 2.48 -0.19
O 1.52 0.18 1.20 -0.48
C 0.74 1.52 3.05 0.73
C 1.21 2.28 4.10 -0.50
C 0.40 3.26 4.64 -0.57
C -0.86 3.51 4.16 -0.41
C -1.34 2.73 3.12 -0.48
C -0.57 1.69 2.54 0.16
O -1.03 0.92 1.61 0.13
N -2.72 3.02 2.69 0.91
O -3.34 2.16 2.08 -0.54
O -3.19 4.09 3.00 -0.63
N 0.89 4.06 5.78 1.06
O 2.02 3.85 6.17 -0.63
O 0.13 4.87 6.27 -0.63
H 2.20 2.09 4.50 0.62
H -1.48 4.29 4.58 0.65
I 2.02 0.02 -1.61 0.16
C 1.14 1.30 -2.99 0.78
C 1.73 1.59 -4.18 -0.67
C 1.10 2.51 -5.04 -0.55
C -0.08 3.10 -4.66 -0.92
C -0.68 2.80 -3.41 0.96
C -1.88 3.44 -3.00 -0.84
C -2.40 3.18 -1.77 -1.28
C -1.80 2.23 -0.92 -0.31
C -0.68 1.53 -1.28 0.02
C -0.07 1.86 -2.54 0.15
H 2.67 1.14 -4.47 0.40
H 1.55 2.75 -5.99 0.39
H -0.57 3.81 -5.31 0.39
H -2.35 4.15 -3.67 0.39
H -3.30 3.69 -1.44 0.49
H -2.25 2.05 0.05 0.93
C -3.44 -6.16 -0.08 -1.16
Si -2.67 -4.68 -0.91 0.15
C -1.39 -5.24 -2.15 -1.02
C -3.99 -3.63 -1.69 -0.90
C -1.80 -3.67 0.44 0.06
C -1.89 -3.99 1.79 0.00
C -1.29 -3.20 2.77 -1.13
C -0.59 -2.08 2.39 -0.18
N -0.46 -1.78 1.10 -0.52
C -1.06 -2.52 0.17 0.63
S -0.79 -1.70 -1.37 -0.41
H -3.90 -6.81 -0.83 0.33
H -4.22 -5.88 0.63 0.32
H -2.70 -6.76 0.45 0.35
H -1.82 -6.00 -2.81 0.35
H -0.53 -5.68 -1.65 0.35
H -1.04 -4.42 -2.77 0.33
H -4.52 -4.19 -2.47 0.41
H -3.57 -2.73 -2.15 0.30
H -4.72 -3.31 -0.94 0.23
H -2.45 -4.86 2.09 0.41
H -1.38 -3.45 3.82 0.43
H -0.11 -1.42 3.10 0.41
C -4.21 -0.13 -0.15 -0.68
O -3.02 -0.38 0.58 -0.16
H -4.82 0.64 0.33 0.28
H -4.80 -1.05 -0.21 0.14
H -3.97 0.19 -1.17 0.28
H -2.89 0.31 1.25 0.20
```

Computed properties:
Relative energy (zero: lowest compared OMol25 entry of this formula, charge and spin) = 22.7 kcal per mole
Multiplicity = 2
Max |F| = 1.20 eV Å⁻¹
<S²> = 0.76

[5]
This record from the OMol25 dataset describes a molecular structure, C30H32N3O2PSV. The level of theory is ωB97M-V/def2-TZVPD.

XYZ file:
```
70
Properties=species:S:1:pos:R:3:mulliken_charge:R:1
V 0.30 0.56 -0.15 0.53
C -0.74 -2.96 -0.09 -1.89
P -0.87 -1.37 -0.97 2.25
C -0.37 -1.69 -2.67 0.22
C -0.20 -2.97 -3.20 -0.64
C 0.20 -3.13 -4.52 -0.71
C 0.42 -2.02 -5.33 -0.63
C 0.25 -0.74 -4.81 -0.81
C -0.13 -0.58 -3.49 -0.30
C -2.66 -1.05 -1.00 0.39
C -3.35 -0.77 -2.17 -0.12
C -4.70 -0.41 -2.13 -0.78
C -5.36 -0.34 -0.91 -0.55
C -4.68 -0.63 0.27 -0.71
C -3.34 -0.98 0.22 -0.66
H -1.46 -3.67 -0.49 0.53
H -0.96 -2.82 0.97 0.46
H 0.27 -3.37 -0.18 0.47
H -0.37 -3.85 -2.59 0.40
H 0.33 -4.13 -4.93 0.44
H 0.73 -2.15 -6.36 0.43
H 0.42 0.13 -5.44 0.47
H -0.27 0.42 -3.10 0.36
H -2.85 -0.83 -3.13 0.43
H -5.23 -0.21 -3.05 0.45
H -6.41 -0.07 -0.88 0.43
H -5.20 -0.60 1.22 0.43
H -2.82 -1.20 1.15 0.30
S -2.74 3.53 -1.75 -0.16
C -2.36 2.21 -0.76 -0.21
N -1.09 1.98 -0.59 0.47
C -0.31 2.95 -1.27 -0.40
C 1.09 3.03 -1.24 0.00
C 1.70 4.01 -2.00 -0.98
C 0.93 4.92 -2.75 -0.67
C -0.45 4.87 -2.74 -0.49
C -1.06 3.86 -1.99 0.69
H -3.14 1.57 -0.34 0.37
H 1.71 2.39 -0.60 0.44
H 2.78 4.11 -1.99 0.46
H 1.44 5.68 -3.33 0.42
H -1.03 5.59 -3.31 0.45
N -1.16 -0.13 6.78 -0.35
C -0.02 -0.28 6.06 0.01
O 1.08 -0.49 6.52 -0.56
C -0.14 -0.15 4.55 0.53
C 0.56 -1.05 3.76 -0.97
C 0.59 -0.86 2.41 -0.67
N -0.02 0.18 1.80 0.50
C -0.73 1.03 2.57 -0.41
C -0.81 0.90 3.94 -0.73
H -1.10 -0.21 7.78 0.25
H -2.06 -0.06 6.35 0.20
H 1.11 -1.87 4.22 0.52
H 1.14 -1.54 1.77 0.66
H -1.22 1.85 2.07 0.44
H -1.37 1.63 4.52 0.50
C 4.42 0.68 -0.21 -0.45
C 4.35 -0.27 -1.41 -0.68
C 2.87 -0.56 -1.57 -0.21
O 2.28 -0.29 -0.23 0.02
C 3.35 0.13 0.70 -0.62
H 4.19 1.71 -0.51 0.16
H 5.39 0.68 0.28 0.44
H 4.90 -1.19 -1.20 0.32
H 4.76 0.16 -2.32 0.37
H 2.64 -1.59 -1.83 0.28
H 2.39 0.09 -2.28 0.19
H 3.69 -0.74 1.25 0.40
H 2.93 0.85 1.40 0.31
```

Computed properties:
Relative energy (zero: lowest compared OMol25 entry of this formula, charge and spin) = 7.7 kcal per mole
Charge = +2
Multiplicity = 4
Max |F| = 1.42 eV Å⁻¹
<S²> = 3.76

[6]
This record from the OMol25 dataset describes a molecular structure, C3H4Br2O. The level of theory is ωB97M-V/def2-TZVPD.

XYZ file:
```
10
Properties=species:S:1:pos:R:3:mulliken_charge:R:1
C 0.81 -0.71 0.29 -0.57
C -0.28 0.06 1.07 -0.22
C -0.32 0.43 -1.08 0.10
O -1.06 0.76 0.08 -0.30
Br 0.55 1.88 -1.88 -0.08
Br -1.29 -0.57 -2.35 -0.07
H 1.75 -0.42 0.50 0.33
H 0.58 -1.74 -0.03 0.26
H -0.90 -0.49 1.64 0.29
H 0.16 0.79 1.76 0.25
```

Computed properties:
Relative energy (zero: lowest compared OMol25 entry of this formula, charge and spin) = 52.8 kcal per mole
Multiplicity = 1
Max |F| = 7.21 eV Å⁻¹

[7]
This record from the OMol25 dataset describes a molecular structure, C20H36BF14HfN2O10S3. The level of theory is ωB97M-V/def2-TZVPD.

XYZ file:
```
87
Properties=species:S:1:pos:R:3:mulliken_charge:R:1
Hf -1.55 3.94 3.24 1.73
C 2.64 -1.55 1.27 -1.00
C 3.08 -1.10 -0.10 -0.21
C 2.17 0.01 -0.59 0.15
N 2.55 0.59 -2.04 0.48
C 2.07 -0.41 -3.13 -0.97
C 1.95 2.00 -2.17 -0.28
C 2.68 2.65 -3.35 -0.75
C 4.12 1.97 -3.32 -0.67
C 4.04 0.90 -2.22 -0.86
H 3.32 -2.34 1.58 0.39
H 1.64 -1.98 1.15 -0.04
H 2.54 -0.79 2.05 0.29
H 2.93 -2.01 -0.69 0.19
H 4.09 -0.71 -0.07 0.44
H 2.25 0.90 0.03 -0.12
H 1.13 -0.30 -0.66 0.06
H 0.98 -0.51 -3.13 0.26
H 2.57 -1.37 -3.05 0.39
H 2.35 -0.05 -4.12 0.45
H 0.88 1.81 -2.23 0.46
H 2.12 2.60 -1.27 0.02
H 2.24 2.58 -4.35 0.33
H 2.79 3.71 -3.17 0.44
H 4.36 1.44 -4.25 0.29
H 4.84 2.77 -3.19 0.35
H 4.42 -0.09 -2.47 0.51
H 4.56 1.21 -1.32 0.40
C -1.91 6.65 -0.95 0.44
F -2.57 7.71 -0.42 -0.20
F -2.68 5.60 -1.36 -0.19
F -1.27 7.17 -2.00 -0.18
S -0.67 5.97 0.33 1.08
O -0.02 7.09 0.92 -0.60
O -1.42 5.22 1.34 -0.81
O 0.28 5.13 -0.41 -0.56
C 3.02 3.06 2.69 0.58
F 4.30 3.11 3.05 -0.22
F 2.85 3.02 1.34 -0.21
F 2.54 1.95 3.26 -0.19
S 2.13 4.64 3.33 0.93
O 0.66 4.63 2.90 -0.57
O 2.20 4.53 4.83 -0.64
O 2.93 5.75 2.78 -0.60
C -4.46 0.70 2.17 0.66
F -3.92 1.03 0.97 -0.14
F -5.76 0.53 2.16 -0.21
F -3.98 -0.43 2.60 -0.22
S -3.96 1.99 3.56 1.27
O -4.92 1.83 4.63 -0.50
O -2.50 1.86 3.87 -0.55
O -3.83 3.30 2.95 -0.84
B -0.72 1.82 1.40 1.09
F -1.06 0.52 1.44 -0.01
F -0.20 2.18 2.57 -0.17
F 0.23 2.09 0.48 -0.21
F -1.84 2.59 1.39 -0.27
F -0.06 3.24 5.05 -0.65
C -2.51 -1.59 -0.91 -1.39
C -2.02 -2.94 -0.26 1.54
C -3.34 -3.82 -0.23 -1.13
C -3.14 -5.23 0.10 -0.74
C -2.16 -5.75 -0.93 -1.44
C -0.78 -5.00 -1.11 1.71
N -1.01 -3.54 -1.13 0.13
O 0.23 -2.73 -1.42 -0.19
C 0.18 -5.38 0.03 -1.51
C -0.30 -5.54 -2.46 -1.83
C -1.50 -2.71 1.15 -0.83
H -2.94 -1.78 -1.90 0.47
H -1.71 -0.85 -0.98 0.02
H -3.28 -1.14 -0.29 0.27
H -3.92 -3.47 0.62 0.35
H -3.91 -3.72 -1.15 0.37
H -4.07 -5.79 0.07 0.43
H -2.91 -5.34 1.16 0.37
H -2.73 -5.82 -1.86 0.44
H -1.98 -6.82 -0.82 0.54
H 0.53 -6.42 0.02 0.42
H 1.09 -4.79 0.01 0.23
H -0.24 -5.29 1.03 0.31
H 0.66 -5.15 -2.79 0.33
H -0.07 -6.61 -2.38 0.40
H -0.89 -5.30 -3.35 0.42
H -1.58 -3.66 1.68 0.45
H -2.23 -2.06 1.64 0.24
H -0.60 -2.09 1.22 -0.42
```

Computed properties:
Multiplicity = 2
Total energy = -4311.2363 a.u.
Max |F| = 6.95 eV Å⁻¹
<S²> = 0.76